Here is a 11-piece molecular cluster, C51H121N3O11 overall at a distorted geometry from the Open Molecules 2025 dataset. Energies are from ωB97M-V/def2-TZVPD.

Output
E, Eh: -3007.1318
Charge: +1
Energy above the lowest of the compared OMol25 structures with the same formula, charge and spin, kcal/mol: 0.0
E_HOMO (alpha / beta), eV: -9.743 / -9.743
HOMO-LUMO gap (alpha / beta), eV: 7.28 / 3.13
Spin multiplicity: 2
<S²>: 0.755

Structure (XYZ):
```
186
Properties=species:S:1:pos:R:3:forces:R:3
C 2.753300 5.874252 4.855840 0.9 -0.2 0.8
C 1.748093 6.650836 4.043183 -1.0 -0.2 -0.3
C 2.397331 7.412257 2.911184 -0.1 0.5 -0.2
C 3.009459 6.595449 1.787305 -0.7 0.7 0.3
C 1.949820 5.605705 1.249695 0.9 0.2 0.3
C 1.147256 4.807777 2.322061 1.2 0.7 0.4
N 0.724888 5.720987 3.428053 0.7 1.8 -2.4
O -0.002847 5.013526 4.343199 -0.3 -1.0 1.5
C -0.088517 4.208394 1.653976 -0.2 0.1 0.6
C 2.058371 3.688836 2.835894 -0.1 -0.4 -0.7
C 1.018074 7.720741 4.875520 -1.1 -0.7 0.5
H 3.279935 6.465695 5.604797 -0.4 0.3 0.2
H 3.598089 5.486520 4.286556 -0.3 -0.2 -0.4
H 2.251752 5.052540 5.367056 0.1 0.0 0.1
H 1.649570 8.042327 2.429559 -0.4 -0.1 0.0
H 3.032505 8.167433 3.374173 0.6 -0.2 -0.1
H 3.977801 6.149864 2.015075 -0.1 -0.2 0.2
H 3.180504 7.348579 1.018116 0.4 -0.3 -0.3
H 2.579177 4.941135 0.657786 -0.6 -0.6 -0.3
H 1.303390 6.142793 0.555596 -0.3 -0.1 0.2
H -0.615692 3.544706 2.339316 -0.1 0.1 0.2
H -0.743947 5.033761 1.375969 -0.1 -0.2 -0.2
H 0.142707 3.574717 0.797778 0.3 0.3 -0.2
H 2.051128 2.995419 1.994930 0.4 -0.4 0.1
H 3.085543 4.002392 3.022192 -0.1 0.0 -0.1
H 1.679320 3.169188 3.715886 -0.2 0.2 0.0
H 0.185867 8.157072 4.323122 0.3 0.2 -0.5
H 1.635322 8.520329 5.285090 0.3 -0.2 -0.3
H 0.480088 7.285391 5.717634 0.3 -0.3 0.3
H -0.916056 5.123415 4.068293 -0.1 0.2 0.1
C 3.810702 -1.696956 6.813021 0.0 -0.8 -1.9
C 3.328544 -0.728547 5.726800 -0.5 0.8 0.4
C 4.334894 0.354102 5.474059 1.4 1.0 -0.3
C 4.078649 1.342289 4.275597 -0.1 -1.4 0.6
C 3.803037 0.596775 2.946344 0.0 0.5 2.1
C 2.792408 -0.556867 3.157421 0.6 -1.2 -2.3
N 2.969612 -1.329083 4.440019 -2.3 0.1 0.3
O 2.069829 -2.449806 4.575905 1.9 2.3 -0.6
C 1.387884 0.009823 2.995434 -1.4 -0.2 1.3
C 3.046210 -1.617864 2.005809 0.6 0.0 0.3
C 2.077214 -0.063479 6.302744 -1.2 0.7 0.9
H 4.658217 -2.211065 6.359689 0.5 0.0 0.7
H 3.046499 -2.462901 6.944993 0.0 0.2 0.6
H 4.033841 -1.119603 7.710219 0.1 -0.4 -0.2
H 4.382443 0.968676 6.373022 -0.2 0.0 0.2
H 5.301001 -0.148680 5.518194 0.4 0.2 -0.8
H 4.947196 1.980008 4.111131 -0.1 0.1 0.3
H 3.222934 1.948800 4.572243 0.1 0.2 -0.2
H 4.793467 0.328095 2.578955 -0.4 -0.6 -0.4
H 3.313767 1.329184 2.304251 0.3 -0.4 -0.4
H 0.634791 -0.764966 3.139208 0.1 -0.2 -0.2
H 1.130475 0.746701 3.756250 0.3 0.2 0.1
H 1.184815 0.491960 2.039186 0.6 -0.3 -0.1
H 4.092268 -1.911360 2.093702 0.1 -0.1 -0.1
H 2.476887 -2.546624 1.968687 -0.4 0.2 0.6
H 2.931771 -1.186964 1.011156 0.0 0.5 0.2
H 2.130880 -0.064308 7.391424 0.3 -0.5 0.1
H 1.134521 -0.564818 6.083444 0.1 0.2 -0.3
H 2.070082 1.014570 6.141933 -0.4 -0.1 -0.8
H 2.751707 -3.123950 4.529295 -0.1 -1.3 0.1
C 2.042977 -7.677354 -3.703837 0.4 0.6 -0.9
C 1.679831 -6.462730 -2.820410 0.8 -1.4 1.2
C 2.493983 -6.667437 -1.495908 0.4 0.2 -1.3
C 2.371558 -5.516658 -0.540842 -0.1 -0.2 0.3
C 2.903055 -4.242036 -1.223390 -0.7 -0.4 -0.6
C 2.304619 -3.974372 -2.728163 0.2 -0.2 3.1
N 2.211563 -5.232300 -3.448680 1.6 -1.2 2.2
O 1.793059 -5.082570 -4.723389 -0.8 0.6 -1.4
C 0.967884 -3.245364 -2.477342 -0.8 0.0 -0.3
C 3.244702 -2.988897 -3.376317 0.1 -0.1 -1.0
C 0.160840 -6.529694 -2.556395 0.2 1.3 -0.6
H 3.103199 -7.715395 -3.954040 0.3 0.2 0.5
H 1.623145 -7.555413 -4.702319 -0.6 -0.2 0.1
H 1.786268 -8.644058 -3.270608 -0.3 0.2 0.1
H 2.360668 -7.662386 -1.071170 -0.6 0.1 0.1
H 3.541688 -6.683267 -1.796198 0.2 0.0 -0.3
H 2.972519 -5.778760 0.329933 0.3 0.3 0.2
H 1.358384 -5.483258 -0.140281 -0.3 0.5 -0.2
H 3.990701 -4.302847 -1.185741 0.2 -0.2 -0.7
H 2.707943 -3.372483 -0.595781 -0.4 0.3 -0.2
H 0.284696 -3.720117 -1.773084 0.4 -0.2 0.4
H 1.132378 -2.216122 -2.158444 0.1 0.0 0.1
H 0.314473 -3.155743 -3.345167 0.2 0.0 -0.6
H 2.799001 -2.639734 -4.307736 -0.1 0.3 0.1
H 3.410385 -2.159311 -2.688986 0.0 0.1 -0.2
H 4.198195 -3.415305 -3.687981 0.1 -0.3 0.4
H -0.170787 -5.702381 -1.928954 0.0 -0.3 0.5
H -0.181698 -7.493103 -2.178750 0.1 0.1 0.0
H -0.343419 -6.295201 -3.493859 -0.2 -0.5 -0.3
H 0.898730 -4.755809 -4.600937 -0.7 0.2 -0.8
C -6.307521 0.502652 -0.515843 1.2 0.0 -0.7
C -7.577711 0.307900 0.261347 0.0 -0.2 -0.4
C -8.805381 -0.047522 -0.603806 0.5 0.3 0.6
O -7.315731 -0.791411 1.143043 -0.1 -0.1 0.4
H -6.237403 1.405418 -1.122637 -0.6 0.0 -0.3
H -6.087069 -0.364378 -1.138548 -0.3 0.0 -0.2
H -5.408037 0.583352 0.094499 -0.2 0.0 0.7
H -7.759952 1.228084 0.816461 -0.3 0.0 0.2
H -9.003184 0.722223 -1.349771 0.0 0.0 0.0
H -9.651852 -0.140678 0.076574 -0.2 0.0 -0.2
H -8.659794 -1.005973 -1.102063 0.1 0.0 0.0
H -7.437890 -0.530629 2.058828 -0.2 0.1 -0.1
C 1.852837 2.053466 -5.779053 -0.1 0.1 0.8
C 0.870033 1.148545 -5.010654 0.0 -0.7 -1.1
C 1.294136 -0.308903 -5.310025 0.0 1.0 0.3
O 0.894385 1.314903 -3.580489 0.6 0.3 -0.1
H 2.834407 1.852778 -5.349691 0.3 0.0 -0.4
H 1.702411 3.130963 -5.712263 -0.4 0.1 0.4
H 1.813468 1.865296 -6.851967 0.2 -0.4 0.1
H -0.137904 1.367861 -5.362862 -0.2 -0.2 0.1
H 0.751236 -1.076300 -4.758246 -0.2 0.2 0.0
H 2.342865 -0.329298 -5.013624 0.1 -0.4 0.0
H 1.232508 -0.482722 -6.384305 -0.1 -0.1 0.1
H 0.969883 2.259476 -3.426587 -0.1 0.3 0.2
C 4.663735 2.153452 -0.213659 0.4 -0.3 -0.4
C 4.423368 1.125282 -1.359443 1.5 0.1 0.3
C 5.407767 -0.103324 -1.449205 0.0 1.0 0.4
O 3.175870 0.561012 -1.120199 -1.5 -0.7 0.2
H 4.850340 1.626399 0.722018 0.2 0.1 -0.1
H 3.787538 2.784248 -0.063756 -0.3 -0.3 -0.2
H 5.452915 2.882287 -0.398316 0.4 -0.3 -0.1
H 4.390185 1.685336 -2.293970 0.2 -0.1 -0.2
H 6.469159 0.126854 -1.541726 0.0 0.5 0.0
H 5.189976 -0.783794 -2.272387 -0.4 0.3 0.0
H 5.300933 -0.670041 -0.524258 -0.1 -0.1 0.1
H 2.552975 0.917025 -1.758059 -0.3 -0.2 -0.1
C -4.179709 -0.345193 3.910480 0.6 -0.1 -0.4
C -3.676505 -1.250951 2.794999 -0.2 -0.7 0.6
C -2.182179 -1.661903 2.983951 -0.2 1.5 -0.3
O -4.482665 -2.395922 2.788668 -0.1 -1.8 -0.3
H -3.401113 0.401980 4.064165 -0.4 0.4 0.4
H -4.343140 -0.947630 4.804053 0.4 0.0 0.2
H -5.156803 0.078128 3.677711 0.2 0.3 -0.2
H -3.844400 -0.814862 1.810251 0.5 0.5 0.0
H -1.762758 -2.452532 2.361769 -0.6 -0.2 0.0
H -1.847495 -1.762459 4.016413 -0.5 -0.5 0.2
H -1.656503 -0.759521 2.671722 0.3 0.2 -0.2
H -5.348298 -2.333434 3.198996 0.1 0.5 0.0
C -2.739919 -6.226382 0.026763 0.5 -0.4 0.2
C -3.285742 -4.909763 0.542128 -3.1 -0.7 -0.4
C -4.597280 -4.549720 -0.228084 1.6 1.2 -0.9
O -3.841898 -4.949976 1.863503 1.8 -1.0 0.5
H -1.839358 -6.559919 0.542384 0.0 0.0 0.3
H -2.426573 -6.134529 -1.013185 -0.2 0.3 -0.1
H -3.450282 -7.052848 0.047213 -0.2 0.2 0.2
H -2.521194 -4.139026 0.444559 0.0 0.3 0.0
H -4.955478 -3.629104 0.232617 -0.3 0.1 -0.1
H -5.398704 -5.288194 -0.206432 0.5 -0.2 0.2
H -4.312017 -4.295971 -1.249038 -0.4 -0.1 -0.4
H -4.000472 -4.025749 2.069087 -0.3 0.3 0.5
C -2.447680 -1.185262 -0.926755 -0.6 1.0 1.8
C -1.794539 0.181582 -1.142422 0.7 -1.1 -0.5
C -0.505976 0.409746 -0.388467 0.5 -0.4 1.3
O -1.415572 0.138228 -2.507892 -0.4 0.5 -0.4
H -2.900104 -1.141581 0.063959 -0.1 -0.2 0.3
H -1.744388 -2.016903 -0.883612 0.1 0.1 -0.5
H -3.309910 -1.344430 -1.574299 0.4 -0.1 -0.4
H -2.455289 1.017964 -0.914401 -0.5 0.0 -0.2
H -0.611710 0.457963 0.695319 -0.5 0.0 0.2
H 0.004598 1.343194 -0.625274 -0.2 0.2 -0.5
H 0.198449 -0.406791 -0.547094 0.1 -0.1 -0.3
H -0.557475 0.565050 -2.563520 0.3 0.2 -0.8
C -5.032486 -0.304917 -3.909764 0.1 0.2 -0.3
C -4.081177 -0.998770 -4.866018 1.0 0.6 -1.0
C -3.323937 -0.059171 -5.842454 -0.8 0.5 -0.9
O -3.020837 -1.662183 -4.218758 -0.4 -1.5 0.6
H -4.366487 0.256263 -3.254301 -0.5 0.5 0.3
H -5.717207 -0.939458 -3.347087 0.6 -0.5 0.2
H -5.746436 0.319664 -4.446677 0.4 0.5 -0.1
H -4.643710 -1.735402 -5.439617 0.2 -0.2 -0.1
H -2.766734 -0.581119 -6.620389 -0.2 -0.7 0.2
H -2.552943 0.573655 -5.402912 -0.3 0.0 0.7
H -3.978302 0.597693 -6.415550 -0.3 0.2 0.1
H -2.598946 -1.081305 -3.581434 0.2 0.4 0.0
C -2.822308 4.502106 -5.218974 -0.3 0.1 1.1
C -2.484450 4.944590 -3.725054 -2.3 -3.3 -0.7
C -2.434054 3.759758 -2.719971 0.7 -1.0 -0.5
O -1.289147 5.564162 -3.734733 2.0 1.6 0.6
H -3.759995 3.946360 -5.220589 -0.1 0.1 -0.2
H -2.086090 3.903844 -5.755784 0.4 -0.3 0.7
H -2.888952 5.375868 -5.867210 -0.5 0.3 0.2
H -3.347917 5.477616 -3.327054 0.1 1.1 -0.4
H -3.379185 3.301406 -2.428861 -0.4 0.5 -0.4
H -1.927613 3.934643 -1.770744 0.1 0.8 -0.1
H -1.883141 2.919723 -3.142973 0.2 -0.1 -0.3
H -1.360683 6.306786 -4.338875 0.3 0.2 0.0
```
Positions in Å, forces in eV/Å.